# 1
61
Properties=species:S:1:pos:R:3:forces:R:3:mulliken_charge:R:1 method="wB97M-V/def2-TZVPD" homo_lumo_gap_ev=5.81 lumo_energy_ev=1.6452 total_charge=-1 homo_energy_ev=-4.16 spin_multiplicity=1 e_tot_ha=-4985.67807
Pb 3.08891 1.31223 -2.83667 0.108 0.213 0.220 0.49
Te 1.29542 0.06630 -4.78110 -0.135 -0.152 -0.027 -0.31
Te 2.56563 -2.13762 -5.71446 -0.013 0.003 0.025 -0.14
Te 5.04655 -1.09630 -5.70032 0.054 0.003 0.019 -0.30
Te 5.20387 -0.63879 -3.02313 0.127 -0.096 -0.085 -0.10
O 5.11553 0.37068 -0.31493 0.022 0.032 0.002 -0.71
C 4.03979 0.74897 0.15076 -0.009 -0.112 0.249 0.57
O 2.91806 0.83227 -0.44108 -0.035 0.041 -0.390 -0.56
C 4.01905 1.18099 1.60915 -0.030 0.074 -0.004 0.27
C 5.01540 0.74544 2.47334 0.041 -0.055 -0.029 -0.63
C 5.03208 1.14659 3.80155 -0.044 0.053 0.062 -0.45
C 4.06298 2.01779 4.27807 0.171 -0.121 -0.035 -0.60
C 3.09313 2.44797 3.39388 -0.356 0.270 0.246 -0.08
C 3.03587 2.04507 2.07566 0.038 -0.060 -0.121 -0.18
N 2.06550 3.39939 3.89910 0.401 -0.163 -0.276 1.08
O 1.18091 3.72797 3.13910 -0.125 0.020 0.010 -0.60
O 2.18716 3.80722 5.03762 -0.082 0.015 0.138 -0.66
H 5.77796 0.08974 2.07249 -0.001 0.020 0.014 0.46
H 5.80708 0.79319 4.46891 0.005 -0.010 -0.006 0.38
H 4.05534 2.36773 5.29902 -0.008 -0.007 -0.001 0.49
H 2.26351 2.40759 1.41137 -0.004 -0.009 0.016 0.61
C -4.08840 1.88810 -3.05659 -0.002 0.017 -0.028 -1.19
C -4.19446 0.48596 -2.46838 -0.039 0.006 0.003 0.03
C -3.51908 -0.57754 -3.33080 -0.012 0.043 -0.041 -0.70
C -1.99665 -0.48590 -3.34120 -0.058 -0.008 0.123 -1.49
N -1.43936 -0.75029 -2.02034 0.054 -0.047 -0.192 1.00
C -0.82838 0.14867 -1.20225 -0.023 0.093 -0.064 -0.31
Se -0.44978 1.90803 -1.57656 -0.086 -0.062 -0.013 -0.24
N -0.50985 -0.50814 -0.05773 0.283 0.020 0.093 0.75
C 0.18634 0.10207 1.07752 -0.101 -0.123 -0.056 -0.98
C -0.71197 1.03264 1.88381 0.036 0.073 0.017 -0.22
C -2.02747 0.41962 2.35110 -0.017 -0.017 -0.003 -0.33
C -1.86049 -0.64779 3.42630 0.008 -0.042 0.032 -1.16
C -0.84583 -1.84802 -0.17346 -0.068 0.094 0.058 0.75
C -0.67585 -2.92806 0.67781 0.006 -0.038 -0.015 -0.84
C -1.12298 -4.16395 0.23396 -0.019 0.014 -0.048 -0.84
C -1.71536 -4.31514 -1.02203 0.026 0.019 0.044 -0.78
C -1.88270 -3.23347 -1.87363 0.015 -0.018 0.010 -0.79
C -1.44117 -1.99936 -1.42356 -0.027 0.037 -0.030 0.62
H -4.65970 2.60738 -2.46841 0.002 -0.002 0.027 0.36
H -4.47778 1.90824 -4.07812 -0.008 -0.002 0.001 0.32
H -3.05420 2.23224 -3.07479 0.003 -0.003 -0.004 0.21
H -5.24777 0.21941 -2.34455 -0.002 -0.006 -0.007 0.39
H -3.75601 0.47258 -1.46541 0.001 0.014 0.001 -0.13
H -3.86148 -0.47966 -4.36628 -0.002 -0.005 0.010 0.45
H -3.82285 -1.57269 -2.99608 0.005 0.003 0.016 0.37
H -1.64932 0.50243 -3.63577 -0.020 -0.006 0.022 0.52
H -1.55201 -1.19601 -4.03841 -0.033 -0.016 0.006 0.38
H 1.04968 0.62922 0.67248 -0.035 0.006 0.033 -0.42
H 0.55990 -0.71940 1.69058 -0.001 -0.012 -0.025 0.63
H -0.90784 1.91769 1.27679 -0.018 -0.022 0.028 0.33
H -0.13528 1.36986 2.75106 -0.003 0.027 -0.015 0.27
H -2.56254 0.00352 1.49067 -0.001 -0.006 0.016 0.03
H -2.66172 1.22009 2.73957 0.006 0.009 0.000 0.46
H -1.30398 -1.51156 3.06057 0.006 0.016 -0.002 0.17
H -2.82475 -1.01612 3.78028 -0.014 0.009 -0.013 0.39
H -1.31996 -0.24788 4.28761 0.000 0.013 0.000 0.33
H -0.19825 -2.82328 1.64139 0.010 -0.004 -0.005 0.42
H -0.99856 -5.02905 0.87120 0.000 -0.015 -0.001 0.39
H -2.03989 -5.29579 -1.34264 -0.001 -0.015 0.002 0.39
H -2.32195 -3.35306 -2.85403 0.000 -0.003 -0.006 0.44

***

# 2
17
Properties=species:S:1:pos:R:3:forces:R:3:mulliken_charge:R:1 method="wB97M-V/def2-TZVPD" homo_lumo_gap_ev=10.38 lumo_energy_ev=0.8699 total_charge=0 homo_energy_ev=-9.51 spin_multiplicity=1 e_tot_ha=-346.93418
O 0.37506 -0.79286 2.25118 -0.098 -0.306 0.109 -0.54
C -0.63887 0.10797 1.81064 -0.191 0.214 -0.056 -0.50
C -0.09263 0.87748 0.61164 0.082 0.022 0.009 -0.88
C -0.33947 0.23965 -0.74913 -0.061 0.040 0.055 0.25
C 0.63417 0.66395 -1.86179 -0.029 0.394 -0.090 -0.57
O 1.09442 -0.67992 -2.05114 0.126 -0.077 -0.117 -0.41
C 0.24454 -1.16337 -1.00176 -0.145 -0.278 0.251 -0.45
H 0.03736 -1.69199 2.24928 -0.014 0.054 0.071 0.32
H -0.86505 0.80160 2.63142 0.047 -0.134 -0.117 0.29
H -1.56949 -0.42570 1.57011 0.156 0.072 0.001 0.30
H 0.98640 0.91549 0.80410 -0.061 0.175 -0.170 0.35
H -0.46039 1.91135 0.60125 -0.012 -0.154 0.026 0.36
H -1.39371 0.32135 -1.03948 0.177 -0.002 0.096 0.41
H 1.43952 1.32764 -1.51646 -0.098 -0.103 -0.080 0.28
H 0.19409 1.08145 -2.77565 0.040 -0.083 0.120 0.27
H -0.46276 -1.91746 -1.37147 0.106 0.116 0.060 0.24
H 0.81681 -1.57664 -0.16274 -0.026 0.050 -0.167 0.29

***

# 3
16
Properties=species:S:1:pos:R:3:forces:R:3:mulliken_charge:R:1 method="wB97M-V/def2-TZVPD" homo_lumo_gap_ev="12.35 / 3.21" lumo_energy_ev="-3.2026 / -11.5780" total_charge=+1 homo_energy_ev="-15.56 / -14.79" spin_multiplicity=2 s_squared=0.7529 e_tot_ha=-159.14330
C -1.30515 -1.30986 -0.56188 0.126 -0.002 1.475 -0.72
C -1.52343 -1.37719 -2.04440 -0.114 0.370 0.843 -0.75
H -1.85376 -2.05959 0.03358 -0.125 -0.126 -0.402 0.36
H -0.28967 -1.51779 -0.15528 0.229 -0.006 -0.531 0.19
H -1.60650 -0.36624 -0.10270 -0.025 0.204 -0.305 0.27
H -0.92629 -0.62527 -2.56292 -0.009 -0.018 -0.200 0.27
H -2.57774 -1.07029 -2.14826 0.186 -0.316 -0.582 0.26
H -1.31118 -2.36648 -2.42824 -0.186 -0.041 -0.254 0.30
C 0.92627 1.82008 0.82584 -0.458 -1.444 0.136 -0.50
C 1.86994 0.88097 1.68513 0.515 0.423 -0.517 -0.54
H -0.09037 1.98780 1.17686 -0.068 0.438 -0.005 0.35
H 1.49647 2.76299 0.82817 0.146 0.251 0.526 0.31
H 0.84338 1.27074 -0.11482 -0.021 0.155 -0.065 0.26
H 2.94678 1.03593 1.53680 0.200 -0.328 0.191 0.36
H 1.68137 -0.11263 1.27061 -0.119 -0.217 -0.245 0.23
H 1.71988 1.04684 2.76152 -0.278 0.657 -0.067 0.34

***

# 4
7
Properties=species:S:1:pos:R:3:forces:R:3:mulliken_charge:R:1 method="wB97M-V/def2-TZVPD" homo_lumo_gap_ev=14.35 lumo_energy_ev=-4.3566 total_charge=+1 homo_energy_ev=-18.71 spin_multiplicity=1 e_tot_ha=-153.18290
O -0.66255 0.40929 -0.91210 -0.433 -0.967 0.896 -0.40
H -0.44300 1.10487 -1.53072 -0.481 0.248 -0.631 0.41
H -1.46790 -0.15765 -0.91366 0.366 0.939 -0.732 0.42
O 0.53986 -0.48457 0.98990 -0.894 -0.016 -0.994 -0.65
H 1.19845 -1.14883 0.79608 0.431 -0.434 -0.090 0.38
H 0.88727 0.08721 1.65102 0.559 0.739 1.180 0.37
H -0.05212 0.18968 -0.08052 0.452 -0.508 0.371 0.47